{
  "formula": "C28H79N5O13",
  "method": "ωB97M-V/def2-TZVPD",
  "elements": ["C", "C", "O", "O", "H", "H", "H", "H", "H", "H", "C", "C", "O", "O", "H", "H", "H", "H", "H", "H", "C", "C", "O", "O", "H", "H", "H", "H", "H", "H", "C", "C", "O", "O", "H", "H", "H", "H", "H", "H", "C", "C", "C", "O", "C", "N", "H", "H", "H", "H", "H", "H", "H", "H", "H", "H", "H", "C", "C", "C", "O", "C", "N", "H", "H", "H", "H", "H", "H", "H", "H", "H", "H", "H", "C", "C", "C", "O", "C", "N", "H", "H", "H", "H", "H", "H", "H", "H", "H", "H", "H", "C", "C", "C", "O", "C", "N", "H", "H", "H", "H", "H", "H", "H", "H", "H", "H", "H", "C", "C", "C", "O", "C", "N", "H", "H", "H", "H", "H", "H", "H", "H", "H", "H", "H"],
  "xyz": [[6.08057, 9.78900, -3.08531], [5.09024, 10.03637, -4.27148], [5.64798, 10.42978, -5.49539], [6.96829, 8.67198, -3.29203], [5.73663, 9.77050, -2.05116], [6.81415, 10.59480, -3.06010], [4.33748, 10.77431, -3.99416], [4.52613, 9.10989, -4.37873], [6.12763, 9.71337, -5.91763], [7.42682, 8.59403, -2.45223], [7.75858, 0.30577, -4.09553], [8.01337, 0.62303, -5.54369], [6.99092, 1.38008, -6.15202], [6.72875, -0.63773, -4.08102], [7.45624, 1.17932, -3.51796], [8.63465, -0.06315, -3.56215], [8.14293, -0.26477, -6.16267], [9.00580, 1.05946, -5.65641], [6.33921, 0.83469, -6.59857], [5.90746, -0.14583, -4.00956], [-1.69995, 9.51780, -2.33284], [-2.23200, 8.64634, -1.11082], [-1.16398, 8.08152, -0.47167], [-1.23890, 8.44042, -3.10625], [-0.89141, 10.19500, -2.05761], [-2.42312, 10.14592, -2.85303], [-3.00408, 7.94098, -1.41812], [-2.59559, 9.51465, -0.56132], [-0.67417, 7.98464, -1.29161], [-1.34619, 8.64840, -4.03729], [0.67896, 1.77847, -1.88582], [0.67408, 0.20888, -2.12988], [0.99287, -0.21269, -3.44052], [1.95334, 2.18958, -2.24579], [0.33325, 1.89966, -0.85923], [-0.04729, 2.25899, -2.54138], [-0.32126, -0.21976, -2.01302], [1.35369, -0.28621, -1.43625], [0.90665, 0.55687, -4.00792], [2.06321, 3.08885, -1.92826], [-0.34443, 3.62504, 7.84838], [-1.36975, 2.79962, 8.64640], [-0.93522, 2.72785, 10.10759], [0.16629, 1.87266, 10.08350], [0.52914, 1.24022, 11.33339], [-2.65277, 3.57004, 8.42566], [0.67110, 3.23533, 7.91865], [-0.34993, 4.65907, 8.19312], [-0.53358, 3.71627, 6.77879], [-1.44492, 1.82155, 8.17117], [-1.70553, 2.29634, 10.74675], [-0.77630, 3.73808, 10.48478], [1.48519, 0.71685, 11.34548], [-0.22564, 0.50826, 11.62084], [0.42401, 1.93011, 12.17070], [-3.04254, 3.62120, 7.49531], [-3.38911, 3.33350, 9.07524], [-7.67216, -9.10459, 2.45186], [-6.53608, -8.62834, 3.35865], [-6.07808, -7.36299, 2.82368], [-4.93508, -6.87761, 3.42384], [-4.38708, -5.78348, 2.81379], [-6.99981, -8.51673, 4.78992], [-7.30252, -9.44798, 1.48566], [-8.57040, -8.49085, 2.38422], [-8.15734, -9.89689, 3.02192], [-5.73145, -9.36333, 3.38012], [-7.00069, -6.78304, 2.79993], [-5.86077, -7.72630, 1.81925], [-4.89269, -4.87316, 3.13594], [-4.40485, -5.73140, 1.72518], [-3.36028, -5.58293, 3.11968], [-6.19202, -8.10307, 5.23315], [-7.12992, -9.40258, 5.25729], [-6.82264, 2.27892, -1.48813], [-7.54854, 3.50918, -1.95881], [-7.14291, 3.93004, -3.35916], [-7.87482, 5.14655, -3.74076], [-7.52280, 5.57987, -5.06494], [-8.95538, 3.18100, -1.72530], [-7.11591, 2.21062, -0.44055], [-5.77149, 2.48845, -1.68634], [-7.07546, 1.33013, -1.96139], [-7.27891, 4.27026, -1.22658], [-7.39020, 3.07722, -3.99134], [-6.08537, 4.00745, -3.61160], [-7.47531, 6.66876, -5.05222], [-8.17140, 5.10837, -5.80326], [-6.48747, 5.29346, -5.24975], [-9.30372, 2.49747, -2.38222], [-9.53466, 3.99798, -1.85597], [4.20807, -7.32720, -7.32609], [3.02311, -6.78048, -6.58238], [3.02301, -7.08556, -5.06299], [2.76640, -8.51672, -4.76772], [1.43175, -8.96075, -4.78914], [3.15828, -5.34990, -6.91490], [5.17182, -7.16143, -6.84461], [4.23620, -7.19310, -8.40745], [3.99414, -8.38425, -7.16812], [2.10251, -7.22578, -6.95963], [2.34916, -6.38962, -4.56329], [4.02405, -6.84359, -4.70598], [1.13816, -9.06534, -5.83364], [0.89244, -8.20564, -4.21726], [1.28756, -9.93122, -4.31428], [4.03097, -5.12450, -6.45915], [2.61445, -4.72100, -6.34146], [4.90352, -1.54699, 3.61715], [4.01494, -2.41688, 4.52694], [4.20340, -3.90355, 4.32726], [3.54512, -4.26093, 3.17381], [4.06752, -5.41114, 2.55860], [4.13884, -2.10496, 5.90388], [4.62847, -0.49407, 3.67878], [4.67307, -1.78592, 2.57893], [5.97247, -1.60733, 3.82163], [2.97236, -2.12826, 4.39338], [3.66926, -4.48191, 5.08112], [5.24458, -4.21377, 4.23884], [3.87792, -6.27342, 3.19784], [5.10506, -5.35991, 2.22846], [3.43314, -5.73063, 1.73181], [3.39615, -1.45756, 6.12611], [3.91207, -3.00200, 6.30885]],
  "atomic_forces_ev_per_a": [[1.8, 1.2, -0.8], [0.0, -1.3, 1.4], [0.3, 0.5, 0.1], [-0.9, -0.5, -0.2], [-1.2, -0.2, -0.3], [-0.4, 0.9, -0.2], [0.3, 0.3, 0.1], [-0.1, -0.3, -0.2], [0.0, -0.2, 0.2], [0.2, -0.3, -0.1], [-0.1, 0.3, -0.3], [1.0, -0.4, -0.7], [-0.1, 1.0, 0.3], [-0.9, -0.8, 0.7], [0.0, 0.4, -0.3], [0.1, -0.4, -0.3], [-0.1, -0.7, 0.5], [-0.2, 1.0, -0.1], [0.3, -0.3, 0.2], [-0.2, -0.2, 0.0], [-0.8, -1.7, 0.9], [-1.4, 4.6, -0.6], [0.8, -0.5, -0.3], [0.8, -0.1, -2.0], [0.2, -0.1, 0.4], [-0.5, -0.3, 0.1], [-0.1, 0.2, -0.1], [-0.9, -0.6, 1.2], [1.6, -1.2, 0.4], [0.3, -0.2, -0.1], [-0.9, -3.0, -0.9], [-0.9, 0.7, 0.0], [0.7, 0.5, -0.4], [0.8, 0.7, 0.6], [0.5, 0.4, 0.3], [-0.4, 0.0, -0.1], [-0.3, 0.4, 0.9], [0.1, 0.2, 0.0], [0.1, 0.0, -0.2], [0.3, 0.2, -0.1], [0.6, 0.1, 0.0], [-1.0, 1.8, -2.0], [-1.1, -0.6, -0.5], [1.8, -0.8, 0.9], [-1.6, 0.5, 0.1], [0.5, -0.2, 1.5], [0.0, -0.1, 0.2], [0.0, 0.0, 0.3], [-0.5, -0.4, -0.1], [0.1, -0.3, 0.5], [-0.4, -0.2, 0.0], [0.6, 0.2, 0.1], [0.1, 0.5, -0.6], [-0.2, -0.5, -0.4], [0.7, 0.5, 0.0], [0.5, -0.4, -0.1], [0.0, -0.2, 0.0], [-0.5, -1.1, 1.2], [-1.4, -2.0, 2.2], [-0.2, -0.4, -1.3], [0.2, -0.8, 0.8], [0.5, 2.4, -0.1], [0.3, 0.9, -1.0], [-0.3, 0.0, 0.1], [0.6, 1.0, -0.4], [0.3, -0.9, -0.4], [0.2, -0.2, -0.6], [0.4, 1.2, 0.1], [0.3, 0.9, -0.8], [-0.4, 0.3, 0.0], [-0.1, -0.7, -0.2], [0.1, -0.7, 0.2], [0.0, 0.3, 0.5], [0.0, -0.3, -0.4], [0.8, 0.2, 0.0], [-0.3, -0.5, 0.4], [-1.5, 0.5, -0.8], [1.1, -1.2, 0.0], [0.6, -0.3, 1.2], [-0.4, 1.0, -0.3], [0.7, -0.3, 0.1], [0.3, -0.5, 0.6], [-0.3, 0.2, -0.3], [-0.1, 0.4, -0.2], [-0.7, -0.1, -0.5], [0.4, 0.6, 0.8], [-0.7, 0.0, -0.3], [-0.1, 0.4, -0.1], [0.1, -0.2, -0.3], [0.2, -0.2, -0.2], [-0.1, 0.2, 0.0], [-0.4, -2.9, 0.5], [0.0, 1.2, -0.1], [0.1, -1.3, -0.8], [1.6, 1.3, 0.1], [0.2, 1.0, -0.2], [-0.3, 0.6, 1.2], [0.0, 0.5, -0.1], [-0.1, 0.5, 0.3], [0.8, -0.7, -0.3], [-0.1, 0.4, -0.4], [-0.5, -0.3, 0.2], [0.1, -0.4, 0.3], [-0.7, 0.2, 0.0], [-0.9, -0.2, -0.3], [0.6, 0.1, 0.1], [1.0, 0.1, -0.5], [-1.3, 0.0, 0.0], [-0.7, 0.0, -0.2], [-0.1, 1.1, -1.2], [-0.4, 0.0, -0.1], [-0.3, -0.1, -2.6], [-1.2, -1.0, 0.1], [1.0, -0.1, 1.8], [-0.1, 0.1, 0.4], [0.3, -0.3, -0.1], [-0.1, -0.3, 0.1], [-0.2, -0.7, -1.6], [0.5, 0.0, 1.0], [0.3, 0.2, 0.5], [0.7, -0.2, 0.6], [0.1, 0.2, 0.2], [0.0, 0.8, -0.5], [0.2, 0.0, 0.5], [-0.1, 0.3, 1.2]],
  "mulliken_charge": [-0.40, -0.42, -0.53, -0.52, 0.38, 0.27, 0.33, 0.26, 0.32, 0.30, -0.33, -0.36, -0.54, -0.52, 0.25, 0.31, 0.25, 0.33, 0.31, 0.30, -0.53, -0.29, -0.47, -0.56, 0.28, 0.39, 0.24, 0.27, 0.36, 0.30, -0.41, -0.46, -0.48, -0.48, 0.32, 0.32, 0.30, 0.28, 0.30, 0.30, -1.36, 0.49, -0.52, -0.29, -0.83, -0.65, 0.31, 0.35, 0.37, 0.16, 0.35, 0.31, 0.26, 0.32, 0.33, 0.21, 0.18, -1.45, 0.53, -0.67, -0.30, -0.77, -0.81, 0.40, 0.37, 0.36, 0.30, 0.32, 0.32, 0.31, 0.32, 0.27, 0.26, 0.24, -1.43, 0.45, -0.72, -0.33, -0.71, -0.71, 0.36, 0.37, 0.34, 0.31, 0.31, 0.41, 0.26, 0.26, 0.31, 0.25, 0.26, -1.23, 0.36, -0.64, -0.37, -0.63, -0.74, 0.34, 0.35, 0.31, 0.24, 0.37, 0.31, 0.24, 0.30, 0.24, 0.30, 0.24, -1.38, 0.56, -0.69, -0.34, -0.81, -0.76, 0.33, 0.33, 0.32, 0.25, 0.35, 0.36, 0.33, 0.32, 0.27, 0.30, 0.26],
  "homo_energy_ev": -9.014,
  "max_force_ev_per_a": 4.9,
  "total_energy_ev": -64374.649
}